# 1
{"formula": "C49H124F2N7O25S2", "method": "ωB97M-V/def2-TZVPD", "species": ["N", "S", "O", "O", "F", "S", "O", "O", "F", "C", "O", "C", "C", "N", "C", "C", "O", "C", "H", "H", "H", "H", "H", "H", "H", "H", "H", "H", "H", "H", "H", "H", "H", "C", "O", "C", "C", "N", "C", "C", "O", "C", "H", "H", "H", "H", "H", "H", "H", "H", "H", "H", "H", "H", "H", "H", "H", "C", "O", "C", "C", "N", "C", "C", "O", "C", "H", "H", "H", "H", "H", "H", "H", "H", "H", "H", "H", "H", "H", "H", "H", "C", "O", "C", "C", "N", "C", "C", "O", "C", "H", "H", "H", "H", "H", "H", "H", "H", "H", "H", "H", "H", "H", "H", "H", "C", "O", "C", "C", "N", "C", "C", "O", "C", "H", "H", "H", "H", "H", "H", "H", "H", "H", "H", "H", "H", "H", "H", "H", "C", "C", "C", "C", "C", "C", "N", "O", "C", "C", "C", "H", "H", "H", "H", "H", "H", "H", "H", "H", "H", "H", "H", "H", "H", "H", "H", "H", "H", "H", "C", "C", "O", "O", "H", "H", "H", "H", "H", "H", "C", "C", "O", "O", "H", "H", "H", "H", "H", "H", "C", "C", "O", "O", "H", "H", "H", "H", "H", "H", "C", "C", "O", "O", "H", "H", "H", "H", "H", "H", "C", "C", "O", "O", "H", "H", "H", "H", "H", "H"], "coordinates": [[0.893, 1.023, -0.998], [0.847, 2.065, 0.027], [1.216, 1.698, 1.410], [-0.100, 3.135, -0.218], [2.303, 2.656, -0.425], [-0.477, 0.178, -0.341], [-1.766, 0.735, -0.677], [-0.270, -0.594, 0.897], [-0.336, -0.998, -1.415], [-1.746, 0.671, 3.298], [-1.828, 1.798, 2.445], [-3.180, 2.182, 2.145], [-3.105, 3.620, 1.489], [-2.987, 4.671, 2.542], [-2.998, 6.076, 2.209], [-4.508, 6.500, 1.951], [-5.343, 6.275, 3.064], [-6.683, 6.325, 2.673], [-0.764, 0.296, 3.584], [-2.284, -0.166, 2.852], [-2.407, 0.815, 4.152], [-3.807, 2.315, 3.026], [-3.625, 1.375, 1.564], [-3.990, 3.953, 0.947], [-2.240, 3.803, 0.852], [-3.665, 4.409, 3.244], [-2.483, 6.390, 1.301], [-2.610, 6.650, 3.051], [-4.896, 6.144, 0.996], [-4.411, 7.585, 1.987], [-7.274, 6.144, 3.571], [-6.951, 5.559, 1.946], [-6.974, 7.273, 2.221], [-9.199, -6.599, 0.864], [-8.472, -5.689, 0.040], [-8.568, -4.365, 0.542], [-8.084, -3.261, -0.402], [-6.616, -3.303, -0.488], [-6.215, -2.219, -1.402], [-4.635, -2.152, -1.507], [-4.192, -3.314, -2.177], [-2.748, -3.436, -2.237], [-9.014, -7.611, 0.503], [-10.278, -6.450, 0.918], [-8.790, -6.530, 1.871], [-8.068, -4.325, 1.510], [-9.633, -4.227, 0.729], [-8.403, -2.288, -0.029], [-8.606, -3.398, -1.349], [-6.605, -4.150, -1.037], [-6.622, -1.309, -0.962], [-6.662, -2.168, -2.395], [-4.209, -2.181, -0.504], [-4.334, -1.238, -2.019], [-2.430, -3.788, -1.256], [-2.357, -2.444, -2.465], [-2.366, -4.105, -3.009], [-1.462, 4.569, -3.473], [-0.840, 5.777, -3.785], [0.646, 5.821, -3.801], [1.228, 5.310, -5.143], [0.661, 5.908, -6.322], [0.626, 7.391, -6.324], [2.013, 7.913, -6.275], [2.078, 9.275, -6.511], [3.346, 9.807, -6.741], [-1.381, 3.850, -4.288], [-2.504, 4.850, -3.319], [-0.932, 4.162, -2.612], [0.975, 5.216, -2.956], [0.983, 6.836, -3.594], [1.048, 4.236, -5.087], [2.290, 5.512, -5.004], [-0.256, 5.543, -6.535], [-0.001, 7.824, -5.545], [0.267, 7.711, -7.302], [2.668, 7.388, -6.971], [2.376, 7.768, -5.257], [3.279, 10.894, -6.756], [3.816, 9.516, -7.681], [4.075, 9.606, -5.956], [-2.009, -2.892, 2.239], [-1.933, -4.039, 3.088], [-0.961, -5.031, 2.684], [-0.926, -6.317, 3.662], [-0.424, -5.984, 5.005], [-0.276, -7.262, 5.766], [-0.295, -7.111, 7.302], [-1.463, -6.465, 7.800], [-1.439, -6.167, 9.195], [-0.990, -2.507, 2.261], [-2.670, -2.209, 2.773], [-2.400, -3.114, 1.246], [0.013, -4.542, 2.674], [-1.080, -5.389, 1.662], [-0.211, -7.042, 3.274], [-1.805, -6.962, 3.651], [-1.216, -5.578, 5.483], [0.611, -7.770, 5.387], [-1.178, -7.853, 5.606], [0.603, -6.578, 7.616], [-0.116, -8.071, 7.786], [-1.353, -7.086, 9.775], [-2.357, -5.749, 9.609], [-0.637, -5.454, 9.384], [0.540, 6.722, 0.792], [1.172, 6.011, 1.861], [2.543, 5.741, 1.686], [3.150, 5.139, 2.947], [2.663, 3.791, 3.264], [3.591, 3.174, 4.270], [2.912, 2.051, 4.988], [1.743, 2.445, 5.733], [0.892, 1.364, 6.042], [-0.444, 6.330, 0.536], [0.968, 6.425, -0.166], [0.559, 7.807, 0.895], [2.999, 6.730, 1.672], [2.700, 5.181, 0.764], [3.152, 5.908, 3.720], [4.226, 5.112, 2.776], [2.831, 3.149, 2.504], [3.866, 3.903, 5.032], [4.465, 2.769, 3.759], [3.540, 1.474, 5.668], [2.715, 1.360, 4.169], [0.937, 0.564, 5.303], [-0.171, 1.603, 6.063], [1.212, 1.042, 7.033], [0.954, -6.359, -2.517], [1.838, -5.295, -1.828], [3.074, -6.033, -1.294], [4.190, -6.292, -2.335], [4.567, -5.031, -3.166], [3.355, -4.316, -3.751], [2.251, -4.201, -2.747], [1.204, -3.316, -3.164], [4.008, -2.938, -4.199], [2.810, -5.146, -4.905], [1.012, -4.846, -0.493], [1.511, -6.949, -3.245], [0.062, -5.877, -2.916], [0.596, -7.097, -1.799], [3.387, -5.470, -0.414], [2.753, -7.017, -0.954], [4.146, -7.263, -2.828], [5.085, -6.628, -1.811], [5.312, -5.275, -3.923], [5.084, -4.272, -2.578], [4.402, -2.390, -3.343], [4.854, -3.060, -4.875], [3.334, -2.209, -4.650], [3.481, -5.031, -5.756], [2.932, -6.209, -4.694], [1.830, -4.864, -5.289], [1.667, -4.168, 0.054], [0.975, -5.729, 0.145], [0.058, -4.368, -0.716], [1.346, -2.541, -2.616], [-3.696, 1.787, -3.608], [-2.501, 1.040, -4.152], [-2.855, -0.252, -4.549], [-4.688, 2.098, -4.490], [-3.419, 2.718, -3.115], [-4.156, 1.244, -2.783], [-1.803, 0.955, -3.319], [-1.893, 1.548, -4.900], [-2.090, -0.833, -4.536], [-5.361, 1.413, -4.464], [1.752, 1.771, -4.417], [2.364, 0.438, -4.142], [1.420, -0.260, -3.387], [1.837, 2.584, -3.207], [0.747, 1.712, -4.833], [2.425, 2.224, -5.146], [3.261, 0.493, -3.526], [2.671, -0.071, -5.055], [1.242, 0.250, -2.594], [1.447, 2.032, -2.525], [5.418, 2.263, 1.006], [6.442, 1.485, 0.101], [5.868, 0.930, -1.117], [4.430, 1.435, 1.611], [4.805, 2.905, 0.374], [5.795, 2.943, 1.770], [6.939, 0.708, 0.681], [7.253, 2.136, -0.225], [4.915, 1.001, -1.031], [3.895, 0.986, 0.952], [3.336, -1.298, -0.409], [4.601, -1.930, 0.102], [5.569, -1.839, -0.940], [3.298, 0.121, -0.335], [2.566, -1.673, 0.264], [3.111, -1.604, -1.431], [4.446, -2.985, 0.330], [4.829, -1.492, 1.074], [5.608, -0.897, -1.120], [2.461, 0.400, -0.714], [2.160, -1.678, 3.520], [3.293, -1.319, 4.499], [3.862, -2.526, 5.043], [1.152, -2.380, 4.140], [2.640, -2.119, 2.647], [1.615, -0.793, 3.190], [2.970, -0.637, 5.286], [4.009, -0.772, 3.886], [4.613, -2.264, 5.581], [1.630, -3.124, 4.514]], "mulliken_spin": [0.001, 0.000, 0.000, 0.000, 0.000, 0.001, 0.000, 0.001, 0.003, 0.000, 0.000, 0.000, 0.000, 0.000, 0.000, 0.000, 0.000, 0.000, 0.000, 0.000, 0.000, 0.000, 0.000, 0.000, 0.000, 0.000, 0.000, 0.000, 0.000, 0.000, 0.000, 0.000, 0.000, 0.000, 0.000, 0.000, 0.000, 0.000, 0.000, 0.000, 0.000, 0.000, 0.000, 0.000, 0.000, 0.000, 0.000, 0.000, 0.000, 0.000, 0.000, 0.000, 0.000, 0.000, 0.000, 0.000, 0.000, 0.000, 0.000, 0.000, 0.000, 0.000, 0.000, 0.000, 0.000, 0.000, 0.000, 0.000, 0.000, 0.000, 0.000, 0.000, 0.000, 0.000, 0.000, 0.000, 0.000, 0.000, 0.000, 0.000, 0.000, 0.000, 0.000, 0.000, 0.000, 0.000, 0.000, 0.000, 0.000, 0.000, 0.000, 0.000, 0.000, 0.000, 0.000, 0.000, 0.000, 0.000, 0.000, 0.000, 0.000, 0.000, 0.000, 0.000, 0.000, 0.000, 0.000, 0.000, 0.000, 0.000, 0.000, 0.000, 0.000, 0.000, 0.000, 0.000, 0.000, 0.000, 0.000, 0.000, 0.000, 0.000, 0.000, 0.000, 0.000, 0.000, 0.000, 0.000, 0.000, 0.098, -0.040, 0.026, -0.013, 0.026, -0.018, 0.674, 0.045, 0.043, 0.095, 0.054, -0.002, -0.002, 0.005, -0.004, -0.002, 0.001, 0.000, -0.001, -0.007, -0.007, -0.001, -0.004, 0.003, -0.002, 0.001, -0.004, 0.000, 0.000, 0.032, 0.000, 0.000, 0.000, 0.000, 0.000, 0.000, 0.000, 0.000, 0.000, 0.000, 0.000, -0.001, 0.002, 0.000, 0.000, 0.000, 0.000, 0.000, 0.000, 0.000, 0.000, 0.000, 0.000, 0.000, 0.000, 0.000, 0.000, 0.000, 0.000, -0.001, -0.039, 0.016, 0.001, 0.006, -0.006, 0.017, -0.002, 0.001, 0.000, 0.001, 0.000, 0.000, 0.000, 0.000, 0.000, 0.000, 0.000, 0.000, 0.000, 0.000], "multiplicity": 2, "orbital_gap_ev": [6.78, 2.58], "lumo_energy_ev": [-0.402, -4.603], "max_force_ha_per_bohr": 0.24905, "charge": 0, "energy_ha": -5201.05399}


# 2
{"formula": "C39H31Co2NO5P", "method": "ωB97M-V/def2-TZVPD", "species": ["C", "C", "C", "C", "C", "N", "C", "C", "H", "H", "H", "H", "H", "H", "H", "H", "H", "O", "C", "Co", "C", "O", "C", "O", "C", "C", "C", "C", "C", "C", "C", "C", "C", "Co", "C", "O", "C", "O", "P", "C", "C", "C", "C", "C", "C", "C", "C", "C", "C", "C", "C", "C", "C", "C", "C", "C", "C", "H", "H", "H", "H", "H", "H", "H", "H", "H", "H", "H", "H", "H", "H", "H", "H", "H", "H", "H", "H", "H", "H"], "coordinates": [[6.105, 3.040, 5.838], [5.306, 2.091, 4.994], [5.654, 0.731, 4.961], [4.937, -0.169, 4.184], [3.821, 0.271, 3.423], [3.102, -0.603, 2.676], [3.477, 1.650, 3.454], [4.212, 2.535, 4.234], [5.726, 4.060, 5.731], [6.057, 2.760, 6.898], [7.163, 3.028, 5.549], [6.503, 0.386, 5.558], [5.212, -1.227, 4.153], [2.218, -0.353, 2.249], [3.339, -1.587, 2.671], [2.631, 1.993, 2.857], [3.944, 3.595, 4.267], [-1.311, 2.814, 2.772], [-1.165, 2.158, 1.829], [-1.050, 1.147, 0.422], [0.307, 2.018, -0.350], [1.284, 2.568, -0.649], [-0.349, -0.212, 1.272], [0.226, -0.997, 1.914], [-2.668, 0.553, -0.056], [-2.440, 1.905, -0.381], [-2.965, 3.132, -0.652], [-2.095, 4.261, -0.935], [-2.252, 5.488, -0.243], [-1.334, 6.520, -0.422], [-0.301, 6.390, -1.369], [-0.177, 5.204, -2.108], [-1.042, 4.145, -1.861], [-2.107, 0.227, -1.808], [-1.082, 0.777, -3.109], [-0.480, 1.092, -4.055], [-3.624, -0.140, -2.559], [-4.594, -0.450, -3.119], [-1.427, -1.759, -1.653], [0.380, -2.031, -1.572], [0.877, -3.339, -1.475], [2.252, -3.541, -1.341], [3.127, -2.450, -1.328], [2.636, -1.153, -1.472], [1.264, -0.948, -1.622], [-2.164, -2.579, -0.186], [-1.371, -3.154, 0.810], [-1.965, -3.633, 1.978], [-3.346, -3.537, 2.154], [-4.148, -2.986, 1.152], [-3.558, -2.506, -0.021], [-1.917, -2.895, -3.012], [-2.758, -3.997, -2.808], [-3.266, -4.701, -3.902], [-2.899, -4.341, -5.199], [-1.994, -3.295, -5.404], [-1.494, -2.577, -4.314], [-3.487, 0.074, 0.457], [-4.034, 3.299, -0.510], [-3.086, 5.569, 0.459], [-1.435, 7.435, 0.169], [0.400, 7.210, -1.538], [0.588, 5.097, -2.879], [-0.981, 3.219, -2.438], [0.181, -4.181, -1.494], [2.632, -4.557, -1.242], [4.200, -2.607, -1.218], [3.309, -0.294, -1.485], [0.881, 0.066, -1.776], [-0.300, -3.254, 0.658], [-1.333, -4.077, 2.744], [-3.802, -3.894, 3.077], [-5.230, -2.916, 1.273], [-4.180, -2.055, -0.802], [-3.023, -4.304, -1.797], [-3.949, -5.532, -3.731], [-3.309, -4.881, -6.052], [-1.678, -3.032, -6.414], [-0.785, -1.761, -4.475]], "lowdin_charge": [-0.082, -0.314, -0.073, -0.048, -0.328, 0.110, -0.028, -0.059, 0.068, 0.074, 0.074, 0.108, 0.100, 0.059, 0.099, 0.107, 0.108, 0.135, -0.117, 0.082, -0.126, 0.118, -0.127, 0.075, -0.289, -0.349, -0.100, -0.243, -0.051, -0.113, -0.118, -0.096, -0.071, -0.070, -0.227, 0.065, -0.208, 0.070, 1.036, -0.321, -0.102, -0.089, -0.095, -0.072, -0.090, -0.334, -0.107, -0.083, -0.097, -0.082, -0.115, -0.313, -0.082, -0.091, -0.104, -0.086, -0.078, 0.071, 0.102, 0.105, 0.091, 0.086, 0.101, 0.085, 0.112, 0.096, 0.097, 0.109, 0.056, 0.086, 0.101, 0.095, 0.102, 0.104, 0.096, 0.097, 0.094, 0.099, 0.103], "relative_energy_kcal_mol": 0.0, "orbital_gap_ev": 5.53, "lumo_energy_ev": 2.527, "max_force_ha_per_bohr": 0.08827, "charge": -1, "energy_ha": -5042.57811}